C57H146N6O19 | wB97M-V/def2-TZVPD

XYZ file:
```
228
Properties=species:S:1:pos:R:3:forces:R:3
C 1.918968 -1.140276 3.510455 -0.5182 -0.2354 1.6443
C 2.466020 -1.264299 4.949464 -0.1401 0.3140 -1.4564
C 2.132412 0.009125 5.661649 0.1031 -0.3123 1.7830
O 1.770417 -2.332359 5.568835 1.5849 -0.7979 -0.0088
H 2.161464 -2.050466 3.019926 0.0590 -0.7195 -0.8840
H 2.399898 -0.304925 3.083791 0.4945 0.9552 -1.0551
H 0.814890 -0.984443 3.547546 0.7260 -0.1040 -0.0478
H 3.569253 -1.446465 4.906180 -0.9443 -0.1921 0.2905
H 2.363226 -0.102682 6.743140 0.0971 0.1908 -0.5082
H 1.049378 0.120000 5.605749 -0.0316 0.4591 -0.1762
H 2.646565 0.879941 5.284842 0.0311 0.2853 -0.2377
H 0.983024 -1.914060 5.858580 -1.4159 0.1822 0.6055
C 2.099105 -5.307534 -2.046156 -0.5176 0.1311 1.0192
C 1.135629 -4.603205 -1.063646 0.3845 -0.0496 -0.2754
C 2.048284 -3.858787 -0.035566 -1.3926 1.4765 -2.1197
O 0.255453 -3.688608 -1.773953 1.9790 1.0822 1.6666
H 2.564356 -4.492481 -2.542817 0.7833 0.6645 -0.6367
H 1.620009 -5.900834 -2.804051 -0.3697 -0.4722 -0.1591
H 2.868517 -5.886362 -1.513343 -0.3404 0.0785 -0.1932
H 0.468472 -5.304078 -0.562687 0.2125 -0.2290 0.2984
H 2.499948 -4.560687 0.607351 0.6298 -0.7439 0.7638
H 1.492362 -3.103340 0.513961 -0.2117 -0.2637 0.3347
H 2.795129 -3.250348 -0.595471 -0.2089 -0.6507 0.2967
H -0.291238 -4.145612 -2.374440 -0.8992 -1.0915 -1.1124
C -5.345544 2.125786 -0.943599 0.1839 0.8209 -0.1281
C -3.979003 1.447309 -0.873707 -0.0909 -0.2331 -0.3251
C -4.197120 -0.030155 -1.066587 1.0050 -0.9789 0.3049
O -3.095954 1.865954 -1.939425 -0.3152 -0.0065 0.4656
H -5.153079 3.233042 -0.946355 -0.6165 -0.9065 -0.0572
H -5.955570 1.831586 -0.065139 0.3496 0.3108 -0.3913
H -5.897467 1.810083 -1.853193 0.3757 0.3668 0.4059
H -3.553415 1.661555 0.129701 0.0579 -0.1466 -0.5818
H -4.781438 -0.381061 -0.207740 -0.1599 -0.2094 -0.4696
H -3.272175 -0.648401 -1.099782 -0.2495 0.6421 0.3500
H -4.647990 -0.241238 -2.036858 -0.5155 0.1710 0.1577
H -2.944739 2.823155 -1.878255 -0.1941 0.2503 0.1293
C 1.661877 2.425994 -4.093745 1.4144 0.1183 0.0983
C 1.948283 3.543808 -3.097132 -0.7095 0.5281 -1.0952
C 1.401232 4.871196 -3.618542 0.5254 0.2231 -0.0660
O 1.369968 3.222035 -1.852066 -0.1235 -0.0881 0.6522
H 0.618004 2.305061 -4.159140 -1.5322 -0.2106 -0.0599
H 2.082376 1.475821 -3.744703 0.0739 0.2375 -0.1243
H 2.013961 2.659445 -5.105813 0.1405 -0.0578 0.2530
H 3.004738 3.730363 -2.983923 0.4888 -0.4758 0.4321
H 0.348396 4.847681 -3.687881 -1.4542 -0.3079 -0.3401
H 1.808281 5.161531 -4.583698 0.1026 -0.3073 -0.2821
H 1.587109 5.725595 -2.992241 0.4581 0.1493 0.7558
H 0.642328 2.568698 -1.934057 0.4241 0.0143 -0.0899
C -1.085806 2.443237 -7.176695 -0.2527 -0.9215 1.9629
C -2.288956 1.578553 -6.720094 0.0474 1.0632 -0.9092
C -2.860798 2.052997 -5.380453 0.4481 0.5487 -1.1249
O -3.274239 1.706803 -7.755716 -0.8910 0.3989 0.8669
H -1.393908 3.475435 -7.079570 -0.0569 0.3209 -0.4652
H -0.675218 2.190247 -8.142917 -0.0899 -0.0095 -0.3318
H -0.314003 2.302351 -6.419400 0.3883 0.0215 -0.1326
H -2.113058 0.506896 -6.707749 0.7690 -0.1948 0.5687
H -2.080543 2.006176 -4.630988 -0.0128 -0.5423 0.3937
H -3.722851 1.434370 -5.179709 -0.2084 0.0385 0.5832
H -3.124753 3.129746 -5.402333 -0.2011 -0.5853 -0.3415
H -2.791182 1.463592 -8.530073 0.0871 -0.1877 -1.0334
C 3.318056 3.451659 2.319020 -0.4946 -0.5258 -0.3452
C 3.963598 3.748722 0.967674 0.2628 -0.4468 -0.3106
C 4.542577 2.492197 0.330424 0.4375 -0.6042 -0.0011
O 3.037277 4.353774 0.090980 0.3755 1.5130 0.5160
H 2.992414 4.388104 2.752990 -0.3779 0.1272 0.1347
H 3.968030 2.964944 3.044385 0.3496 -0.0220 -0.1301
H 2.456799 2.759742 2.160502 0.4332 0.6160 0.0944
H 4.736271 4.511118 1.088177 0.1556 -0.0698 0.1634
H 4.979007 2.677513 -0.673178 -0.1868 0.1072 0.5752
H 3.672415 1.830334 0.158107 0.5041 -0.1705 0.1840
H 5.338158 1.988317 0.961581 -1.0660 0.4646 -0.6388
H 2.508718 3.787538 -0.459439 -0.4639 -1.0643 -0.3093
C 0.991604 -0.428008 -0.595683 -0.0979 0.6254 -0.0452
C -0.377911 0.245226 -0.598122 0.4892 -0.0623 -0.2348
C -0.541108 1.212333 0.588420 1.0351 -0.7444 0.5545
O -0.494309 0.926839 -1.838156 0.6621 0.6066 -0.5929
H 1.154637 -1.065225 -1.456650 -0.1987 -0.1055 -0.1908
H 1.090367 -1.012603 0.289477 0.0053 -0.6300 0.7080
H 1.806592 0.280018 -0.543007 0.2005 0.5341 -0.1962
H -1.079480 -0.589230 -0.657027 -0.4680 0.1658 0.6493
H 0.290578 1.948357 0.555575 -0.5681 -0.1127 -0.2607
H -0.341487 0.674874 1.541139 -0.3614 0.0724 -0.4753
H -1.501235 1.716855 0.693907 0.1060 -0.1315 -0.2429
H -1.383934 1.293714 -1.938894 -0.4925 -0.1169 0.1923
C -2.987929 5.479914 -2.796624 0.8626 1.6940 1.1076
O -2.935460 4.687885 -1.614242 -0.2227 0.2347 -0.9804
C -2.150136 5.252833 -0.592198 -0.2991 0.9535 0.9452
C -2.511171 4.479642 0.638171 -0.6201 0.3441 0.9759
N -3.830089 4.909545 1.171497 0.5169 0.1370 -1.2053
C -4.056204 4.544632 2.541162 -0.4053 0.7160 0.2906
C -4.302269 3.120019 2.807031 -1.0747 -1.8801 -0.4101
O -3.161385 2.306464 2.527310 -0.8838 0.1531 0.8231
C -3.460535 0.958785 2.841747 0.2865 -0.6515 -0.7699
H -3.042793 4.856613 -3.648000 -0.0868 -0.7361 -0.8657
H -2.077950 6.142827 -2.858680 -0.6658 -0.7782 -0.0957
H -3.842208 6.166637 -2.766168 -0.0477 -0.2038 0.0080
H -2.381957 6.334751 -0.383922 -0.1037 -0.8208 -0.4802
H -1.093106 5.206349 -0.826998 0.3854 -0.2822 -0.1771
H -1.795514 4.660530 1.442498 0.1581 0.0585 -0.1106
H -2.485913 3.413779 0.440416 0.1393 -0.1628 -0.1637
H -4.586235 4.668335 0.517899 0.4318 0.0021 0.6704
H -4.953178 5.066157 2.934233 0.5818 0.1009 -0.1424
H -3.168772 4.825890 3.097154 0.0864 0.4697 0.3212
H -5.131384 2.810473 2.139367 0.1652 -0.1392 -0.0766
H -4.738283 2.907768 3.809266 0.6950 0.2820 -0.1149
H -4.260341 0.553248 2.180179 0.3975 0.2382 0.1215
H -3.819895 0.797780 3.864670 0.2099 0.3041 0.1249
H -2.529712 0.398304 2.674597 -0.4403 -0.0005 0.1456
C -1.166224 -2.657210 1.185862 0.6941 -1.5736 -0.9582
O -2.485916 -2.332373 1.432605 -0.0394 0.9161 1.2362
C -3.485762 -3.183404 0.924473 0.2603 0.9952 0.1063
C -4.715072 -2.790198 1.685782 -1.1087 -0.4312 0.7320
N -4.490445 -3.093366 3.119601 1.0812 1.3014 -0.9134
C -5.548536 -2.778634 4.056995 -1.0123 -1.6420 -0.9683
C -5.264407 -3.587077 5.310194 -0.7163 2.5809 0.7438
O -4.132305 -3.008130 5.936257 0.7135 -0.6036 -0.1178
C -3.564741 -3.937408 6.819571 0.9920 -0.0586 1.3068
H -0.452788 -1.918721 1.525358 -0.3614 0.6874 0.0370
H -1.046104 -2.836735 0.104741 0.3972 0.1253 0.1922
H -0.833968 -3.575205 1.704048 -0.3723 -0.0779 -0.0487
H -3.256759 -4.232784 1.034489 0.2052 -0.4424 0.2487
H -3.586096 -2.938141 -0.118019 -0.2894 -0.1742 -0.8405
H -5.569100 -3.381760 1.329514 0.0996 -0.0698 0.0963
H -4.995427 -1.740536 1.464195 0.3452 -0.1857 0.2504
H -3.641166 -2.567351 3.364215 -0.3585 -0.4810 0.0541
H -6.440852 -3.298880 3.576087 0.4542 1.1395 0.7668
H -5.743477 -1.689597 4.290797 0.1302 -0.9920 -0.2853
H -5.091516 -4.615575 5.153520 0.0822 -1.2216 -0.6922
H -6.103978 -3.449860 6.003296 -0.1923 -0.2928 0.0635
H -3.075669 -4.841124 6.415289 -0.2047 0.4483 -0.7893
H -4.322878 -4.355570 7.489486 -0.1123 0.2659 0.2909
H -2.767076 -3.439077 7.418248 -0.7298 -0.1377 -0.3456
C 7.983841 2.647113 0.170926 0.2703 0.5145 2.0227
O 7.851094 1.496067 0.998711 0.1341 -0.5263 -0.0240
C 8.766639 1.411043 2.104311 0.4349 1.9916 -1.1739
C 8.373831 0.272210 2.967694 -0.8910 -0.1729 0.3007
N 7.057730 0.664376 3.571190 1.0245 -1.7080 0.0663
C 6.484025 -0.471071 4.348806 0.1215 -0.0691 -1.6690
C 5.953632 -1.636446 3.422403 1.7480 0.2118 0.8475
O 5.249374 -1.059271 2.354139 -0.4541 -0.5799 -0.0312
C 4.983170 -2.072223 1.394715 0.7501 0.0570 -0.6678
H 9.055221 2.793348 -0.058980 -0.4606 0.1785 -0.2104
H 7.572743 3.542456 0.739599 0.6106 -0.7040 -0.7041
H 7.375179 2.493780 -0.698024 -0.0879 -0.1232 -0.5397
H 8.652313 2.355406 2.686871 0.1637 -0.4978 -0.0964
H 9.819067 1.412117 1.721363 -0.6281 -0.3828 0.2359
H 9.139480 0.100719 3.730565 -0.2318 0.2281 0.1924
H 8.316516 -0.670512 2.395764 -0.0334 0.2947 -0.0836
H 6.439064 0.790681 2.766545 0.0895 0.1034 0.2665
H 5.645945 -0.030522 4.815798 -1.1241 0.2291 0.8886
H 7.182343 -0.817760 5.125817 -0.1767 -0.0036 -0.4112
H 5.319657 -2.341821 4.005823 0.3237 0.2907 -0.3266
H 6.843191 -2.207530 3.005420 -0.8960 0.3623 0.4712
H 4.501738 -2.955992 1.854620 0.2842 0.2610 -0.1221
H 5.976236 -2.356965 0.909047 -1.2517 0.0470 0.4468
H 4.301129 -1.676082 0.629288 0.2742 0.0466 0.2506
C 5.837607 4.255058 -3.156803 -0.3125 -1.5217 -0.4633
O 6.094577 2.926875 -3.710145 1.3042 0.4663 0.9862
C 5.013044 2.089078 -4.011493 -0.7276 0.8580 -1.2445
C 5.408830 0.874959 -4.905526 -1.3696 1.6699 1.1172
N 6.257410 -0.113681 -4.321344 1.8283 -0.0681 0.7577
C 5.830596 -0.748555 -3.067522 0.7232 -0.4778 0.2096
C 4.629289 -1.634221 -3.130558 0.1440 -0.5101 0.1659
O 3.484182 -0.807665 -3.299397 -0.5031 -0.5789 -0.4510
C 2.411341 -1.310496 -4.108591 0.9165 0.2197 -0.3607
H 6.807866 4.684476 -2.899987 -0.1363 -0.1366 -0.1040
H 5.177872 4.270025 -2.263281 0.3059 -0.2641 -0.4387
H 5.374271 4.807476 -3.964361 -0.2120 0.5729 -0.0379
H 4.307679 2.687411 -4.624500 0.0118 -0.2722 0.0355
H 4.461958 1.819184 -3.137666 -0.3113 -0.4668 0.9202
H 5.815836 1.388388 -5.770670 0.5518 -0.6423 -0.3873
H 4.448747 0.424078 -5.173718 0.1774 0.0188 -0.1871
H 7.175106 0.333534 -4.107084 -0.9527 -0.5317 -0.4019
H 5.541594 -0.111105 -2.258147 0.3126 1.3360 0.5972
H 6.680783 -1.365091 -2.684537 -0.5188 0.4577 -0.4054
H 4.599275 -2.173107 -2.138869 -0.2739 0.2114 -0.9334
H 4.826792 -2.334707 -3.943184 -0.7109 -0.2966 -0.1973
H 2.726980 -1.572547 -5.137066 0.2146 0.2049 0.3327
H 1.693132 -0.503390 -4.182710 -0.1624 0.0478 0.0750
H 1.930003 -2.191910 -3.713004 -0.1154 -0.3450 0.5470
C 0.129635 2.317564 3.801040 -0.1719 -1.6810 -1.3764
O -0.643235 1.353783 4.528214 0.0893 0.2575 -0.6517
C -1.471114 1.973905 5.453158 -1.3515 0.5756 0.8182
C -2.087416 0.964405 6.448220 1.3017 -0.6365 -0.8864
N -3.009531 1.612213 7.343058 -0.0938 0.2384 0.4894
C -4.357544 1.822076 6.805926 0.7846 0.2227 1.2845
C -5.176660 0.580880 6.853049 -0.4757 -0.4311 -0.4580
O -5.494649 0.296407 8.197786 -0.0507 -0.5475 0.2116
C -5.683145 -1.081641 8.487572 -1.4596 -0.0165 0.0802
H -0.463606 3.025007 3.153925 0.2418 -0.9585 0.4628
H 0.835101 1.665655 3.189935 -0.8193 1.2603 0.6290
H 0.654097 2.897606 4.511907 0.9643 0.7703 0.6961
H -2.304754 2.503528 4.947145 0.2369 -0.1718 -0.0330
H -0.956411 2.759381 6.015815 0.2957 -0.0661 0.1213
H -1.250608 0.506844 7.031489 -0.6305 0.3428 -0.3040
H -2.487449 0.137141 5.803331 -0.1086 0.3303 0.5846
H -3.000782 1.178800 8.270098 -0.3160 0.2558 -0.6182
H -4.254582 2.211871 5.837861 0.2857 -0.0534 -1.8224
H -4.842306 2.691745 7.247175 -0.1567 -0.2507 0.8659
H -4.597836 -0.235769 6.416506 0.1317 -0.2157 0.0298
H -6.066687 0.677273 6.216894 -0.2743 0.0221 0.2176
H -6.667262 -1.499108 8.138330 0.6235 0.5895 -0.1637
H -5.741171 -1.200715 9.565682 0.2951 0.2133 0.1577
H -4.914220 -1.720513 8.088616 0.5668 -0.0927 -0.2677
C -3.019062 -9.440426 -7.295704 1.2998 0.4562 -1.1304
O -3.726683 -8.252970 -7.165076 -0.6732 1.1079 0.5030
C -2.988222 -7.258798 -6.472430 -0.3915 -0.6075 0.8961
C -3.737531 -5.967883 -6.431159 -1.1811 1.5963 -0.0712
N -3.055924 -4.890429 -5.663977 -0.3515 -2.4499 -0.3984
C -3.652322 -3.590658 -5.816333 -1.3259 -1.3362 1.2076
C -3.195391 -2.703118 -4.716861 1.5929 0.1398 -0.1589
O -1.757635 -2.631898 -4.719422 -0.2741 0.4895 -0.3690
C -1.266549 -1.635664 -3.826126 -1.2093 -0.9505 1.1699
H -3.723298 -10.189481 -7.659627 0.3356 -0.0808 0.0647
H -2.553217 -9.702963 -6.351027 -0.0491 -0.4753 0.2944
H -2.160616 -9.263635 -8.032016 -0.9581 -0.5771 0.6445
H -2.035837 -7.155742 -6.950295 0.9003 0.2907 -0.4472
H -2.791999 -7.556064 -5.420032 -0.0541 -0.1651 -0.3772
H -4.708735 -6.077327 -5.969995 -0.3204 -0.5790 0.5010
H -4.059210 -5.647842 -7.433283 0.6456 0.0216 -0.3204
H -2.092766 -4.987098 -5.920192 0.6256 0.9389 0.0402
H -4.775698 -3.734892 -5.656521 1.3107 0.2991 -0.4663
H -3.459582 -3.176635 -6.762236 0.0580 0.8144 -1.5266
H -3.474366 -3.178277 -3.790369 -0.5117 0.2763 0.6832
H -3.577063 -1.705909 -4.897744 -0.4044 0.3856 0.4558
H -1.544310 -1.927320 -2.785035 0.5295 -0.1131 -0.2832
H -1.794819 -0.680829 -3.887623 0.3814 0.2883 -0.7778
H -0.189310 -1.609740 -3.920814 -0.0869 0.3268 -0.0297
```
Positions in Å, forces in eV/Å.

The LUMO energy comes out at 0.56 eV. As for the total energy: -4017.07733 hartree. As for the spin multiplicity: 1. As for the HOMO energy: -8.5703 eV. The relative energy (zero: lowest compared OMol25 entry of this formula, charge and spin) comes out at 0.0 kJ/mol.

Mulliken atomic charge list, values in e, 5 entries: 0.18, 0.10, -0.45, -0.60, 0.46